ORCA calculation (wB97M-V/def2-TZVPD) on 8 unconnected molecules or ions with the total composition C29H81N9O8 in a non-equilibrium geometry.

For the HOMO energy, the calculation gives -8.59 eV.

Atoms and positions in Å:
C  -3.3527  2.7138  2.4192
O  -1.9218  2.8356  2.4804
C  -1.4039  3.1299  3.7806
C  -1.4162  1.9620  4.7625
C  -0.7121  2.3968  6.0434
N  -0.7340  0.8031  4.1716
H  -3.7024  3.7495  2.4349
H  -3.7251  2.2375  3.3291
H  -3.6473  2.1604  1.5337
H  -0.3931  3.4668  3.5512
H  -2.0204  3.9420  4.1799
H  -2.4824  1.7770  4.9615
H  -0.9615  1.8093  6.9250
H  -0.7988  3.4509  6.3259
H  0.3517  2.3212  5.8000
H  -1.1588  -0.0256  4.5648
H  -0.8526  0.9094  3.1721
C  -2.1180  -0.8563  -4.4239
O  -2.0406  0.3414  -5.2251
C  -1.5418  0.1333  -6.5402
C  -1.4005  1.4971  -7.1820
C  -2.6817  2.1983  -7.5713
N  -0.5604  1.2950  -8.3977
H  -1.6652  -1.6595  -5.0002
H  -3.0946  -1.0889  -3.9993
H  -1.5022  -0.5880  -3.5622
H  -0.5636  -0.3425  -6.6163
H  -2.3420  -0.3970  -7.0742
H  -0.7242  2.0271  -6.5028
H  -3.3380  2.2778  -6.6996
H  -3.1547  1.6672  -8.3966
H  -2.4744  3.2271  -7.8704
H  -1.1663  0.8918  -9.1073
H  -0.3104  2.2181  -8.7356
C  4.8481  -6.1801  2.2298
O  4.0816  -6.6789  1.1265
C  4.2471  -5.9174  -0.0542
C  3.1169  -4.8474  -0.0263
C  1.7171  -5.3405  0.2517
N  3.1972  -4.0039  -1.2264
H  4.3374  -6.7257  3.0312
H  4.6744  -5.1242  2.4287
H  5.8672  -6.5665  2.1827
H  5.2538  -5.5085  -0.2380
H  4.3189  -6.5964  -0.9157
H  3.3777  -4.1209  0.7575
H  1.7209  -5.8264  1.2252
H  1.3616  -5.9863  -0.5564
H  0.9457  -4.5668  0.3038
H  4.0680  -3.4932  -1.2392
H  2.3890  -3.3985  -1.2672
C  3.6665  5.7795  -1.4792
O  3.6181  4.3453  -1.3842
C  2.3475  3.8824  -0.9808
C  2.1348  3.9307  0.5466
C  3.0515  2.9914  1.2967
N  0.7572  3.6185  0.9200
H  3.5331  6.1886  -0.4751
H  2.8659  6.0718  -2.1582
H  4.6795  6.0053  -1.7991
H  1.5148  4.3126  -1.5462
H  2.2569  2.8214  -1.2409
H  2.2543  4.9498  0.9365
H  4.1342  3.0958  1.1906
H  2.7467  2.0002  0.9399
H  2.9380  3.0293  2.3816
H  0.7170  2.6648  1.2629
H  0.3706  4.2303  1.6182
C  -5.4320  -4.9994  1.9911
O  -4.3769  -5.1965  1.0906
C  -3.1051  -4.7887  1.5635
C  -2.8125  -3.3676  1.0900
C  -2.5302  -3.3427  -0.4352
N  -1.6204  -2.7437  1.6975
H  -5.7182  -3.9356  1.9812
H  -5.2216  -5.4014  2.9817
H  -6.3721  -5.3845  1.5866
H  -3.0666  -4.7373  2.6570
H  -2.3455  -5.4862  1.2176
H  -3.5698  -2.5979  1.2532
H  -1.6013  -3.8132  -0.7689
H  -2.4346  -2.2908  -0.7144
H  -3.3146  -3.8501  -1.0019
H  -0.9637  -2.2676  1.0950
H  -1.9583  -1.9890  2.2826
C  -4.4995  5.8468  -3.4046
O  -3.3733  5.2342  -2.8183
C  -3.2934  3.8680  -3.1404
C  -2.2985  3.1139  -2.2529
C  -0.8648  3.5582  -2.5984
N  -2.3897  1.6772  -2.4679
H  -4.5145  6.8868  -3.0773
H  -5.4363  5.4851  -2.9613
H  -4.5262  5.7495  -4.4898
H  -4.2802  3.4410  -2.8768
H  -3.2366  3.6495  -4.2164
H  -2.5824  3.4858  -1.2651
H  -0.1532  3.0018  -1.9906
H  -0.7885  4.6382  -2.4688
H  -0.6672  3.3985  -3.6622
H  -3.3466  1.4456  -2.2068
H  -2.2681  1.4705  -3.4544
C  5.2497  -3.8894  4.8050
O  4.6495  -2.9777  3.9315
C  3.9785  -1.8956  4.5317
C  2.9345  -1.4573  3.4945
C  3.5345  -1.1940  2.0999
N  2.2245  -0.2477  3.8937
H  5.4273  -4.8579  4.3487
H  4.6800  -4.1229  5.7163
H  6.1647  -3.4621  5.2363
H  3.4067  -2.1621  5.4267
H  4.6224  -1.0294  4.7217
H  2.3237  -2.3641  3.3685
H  4.2920  -0.4089  2.0618
H  2.7640  -0.9297  1.3747
H  3.9908  -2.1114  1.7198
H  1.8018  -0.3929  4.8079
H  1.4284  -0.2203  3.2539
N  0.5633  -0.2250  -0.7041
C  -0.1040  0.1862  0.4369
N  -1.2618  0.7886  0.1229
O  0.2528  -0.0430  1.6004
H  0.3248  0.3024  -1.5240
H  1.3846  -0.7952  -0.6324
H  -1.7593  1.0985  0.9371
H  -1.4104  1.1347  -0.8183

Löwdin population analysis, charges in e, atoms 1 to 4:
1. C -0.07
2. O -0.25
3. C -0.19
4. C -0.44


ORCA calculation (wB97M-V/def2-TZVPD) on 12 unconnected molecules or ions with the total composition C45H93N3O24S6 in a non-equilibrium geometry.

For the HOMO energy, the calculation gives -9.62 eV.

Atoms and positions in Å:
O  -1.6449  -29.1656  -18.9023
S  -2.8847  -28.5921  -18.4597
O  -4.0814  -29.3910  -18.4219
C  -2.7838  -27.8280  -16.8322
C  -3.4815  -26.4629  -16.9356
C  -3.0338  -25.9558  -18.3246
C  -3.2486  -27.0466  -19.3374
H  -1.7784  -27.5509  -16.5232
H  -3.2637  -28.4860  -16.1133
H  -4.5706  -26.5179  -16.9813
H  -3.0850  -25.7441  -16.2242
H  -2.0074  -25.6200  -18.1680
H  -3.5080  -25.0146  -18.6205
H  -2.4665  -26.9751  -20.1001
H  -4.1775  -27.1520  -19.8906
O  1.4573  -28.7219  -7.9134
S  1.3124  -29.7159  -8.9368
O  2.4622  -30.3633  -9.5259
C  0.1375  -31.0084  -8.4564
C  -1.2336  -30.5306  -8.9374
C  -0.9521  -29.9545  -10.3442
C  0.2300  -29.0271  -10.2019
H  0.2444  -31.1419  -7.3822
H  0.4154  -31.9009  -9.0145
H  -1.9297  -31.3659  -8.9575
H  -1.5808  -29.7696  -8.2339
H  -1.8455  -29.3986  -10.6376
H  -0.7708  -30.8067  -10.9949
H  -0.0656  -28.0859  -9.7348
H  0.7048  -28.8574  -11.1615
O  0.5189  -26.4896  -17.9100
S  0.7314  -25.1876  -17.3341
O  -0.1868  -24.5751  -16.3877
C  2.4707  -24.9909  -16.9179
C  3.0057  -23.7993  -17.6820
C  1.8539  -22.9532  -18.2632
C  0.7500  -23.9207  -18.6144
H  3.0459  -25.8905  -17.1192
H  2.5515  -24.8807  -15.8320
H  3.7826  -23.2084  -17.2078
H  3.5245  -24.2043  -18.5640
H  2.1614  -22.3781  -19.1295
H  1.5448  -22.3244  -17.4199
H  1.1220  -24.5240  -19.4595
H  -0.2272  -23.5297  -18.8777
O  4.5278  -23.0947  -8.3276
S  5.2518  -24.3228  -8.5233
O  5.2819  -25.3590  -7.5254
C  4.7874  -25.0803  -10.0953
C  6.1007  -25.6012  -10.6356
C  7.1367  -24.4737  -10.3620
C  6.9783  -23.9426  -8.9471
H  4.4263  -24.2699  -10.7289
H  4.0004  -25.7940  -9.8617
H  6.5125  -26.5250  -10.2379
H  6.0943  -25.6363  -11.7238
H  6.9608  -23.6683  -11.0809
H  8.1400  -24.8432  -10.5793
H  7.2158  -22.8853  -8.9075
H  7.5095  -24.4958  -8.1748
O  -0.0496  -19.3640  -11.0190
S  0.7987  -20.4516  -11.4404
O  2.0336  -20.0738  -12.0776
C  1.0359  -21.6180  -10.0697
C  0.4233  -22.9525  -10.5222
C  -0.6864  -22.5558  -11.5037
C  -0.0229  -21.6421  -12.5077
H  0.4222  -21.2351  -9.2512
H  2.0431  -21.6376  -9.6642
H  1.1252  -23.7096  -10.8692
H  -0.1078  -23.3653  -9.6591
H  -1.4279  -21.9534  -10.9708
H  -1.2452  -23.3904  -11.9141
H  -0.6597  -21.1024  -13.2085
H  0.7990  -22.0891  -13.0706
O  -2.2528  -27.1989  -7.3452
S  -2.4379  -25.9462  -8.0352
O  -1.4713  -24.9038  -7.8187
C  -2.8314  -26.1177  -9.7797
C  -4.3361  -26.2189  -9.8244
C  -4.9005  -25.1899  -8.8559
C  -4.1131  -25.4317  -7.5812
H  -2.2438  -26.8796  -10.2848
H  -2.6248  -25.1318  -10.2119
H  -4.7766  -26.3142  -10.8239
H  -4.7793  -27.1764  -9.4929
H  -5.9551  -25.3591  -8.6214
H  -4.9038  -24.1496  -9.1922
H  -4.5020  -26.3387  -7.1151
H  -4.0392  -24.7078  -6.7723
C  5.8403  -31.2667  -13.7579
C  4.5260  -32.0405  -13.7803
O  4.8002  -33.3714  -14.2400
C  3.8063  -34.2335  -14.1173
O  2.7302  -34.0466  -13.6146
O  4.2201  -35.4070  -14.6129
C  3.2299  -36.4170  -14.7132
H  5.7642  -30.1858  -13.8637
H  6.6138  -31.6185  -14.4412
H  6.2796  -31.4390  -12.7682
H  3.7963  -31.5878  -14.4556
H  4.1161  -32.0515  -12.7724
H  3.7428  -37.3396  -14.9658
H  2.5547  -36.2245  -15.5546
H  2.6359  -36.4596  -13.8044
C  6.2664  -23.5115  -14.4048
C  6.6018  -24.9733  -14.5829
O  5.4560  -25.5916  -15.2755
C  5.4963  -26.9165  -15.3644
O  6.3189  -27.6370  -14.9004
O  4.3852  -27.3108  -16.0138
C  4.3711  -28.6530  -16.4945
H  5.8087  -23.3627  -13.4270
H  5.4874  -23.2131  -15.1047
H  7.1350  -22.8766  -14.5525
H  6.6156  -25.4811  -13.6216
H  7.4612  -25.2524  -15.1854
H  4.8299  -28.7535  -17.4792
H  3.3314  -28.9568  -16.5132
H  4.9396  -29.3109  -15.8352
C  -1.2187  -26.2536  -14.0347
C  -0.1200  -25.6008  -13.1898
O  1.1162  -26.1996  -13.5275
C  1.9377  -26.5729  -12.5635
O  1.7551  -26.5790  -11.3760
O  3.0330  -27.0753  -13.1639
C  3.8459  -27.9476  -12.3944
H  -0.7747  -26.6364  -14.9429
H  -2.0344  -25.5377  -14.1064
H  -1.6309  -27.0983  -13.4711
H  -0.4482  -25.7423  -12.1622
H  -0.1318  -24.5418  -13.4406
H  3.8565  -27.5873  -11.3702
H  4.8457  -28.1326  -12.7865
H  3.4930  -28.9888  -12.3645
C  -5.5161  -20.8309  -17.8407
N  -4.5839  -21.2466  -16.8094
C  -3.4193  -21.9051  -17.0237
C  -2.5319  -22.1081  -15.8333
O  -3.1121  -22.3272  -18.1358
H  -6.4065  -21.4710  -17.8593
H  -5.1208  -20.9774  -18.8426
H  -5.7771  -19.7936  -17.6503
H  -4.8326  -21.0032  -15.8669
H  -2.3536  -23.1926  -15.8231
H  -2.9858  -21.8671  -14.8723
H  -1.5140  -21.7459  -15.9521
C  -2.1642  -31.1000  -14.8272
N  -1.1311  -30.2456  -15.3761
C  -0.1837  -29.6233  -14.6422
C  0.8630  -28.9023  -15.4669
O  -0.1480  -29.6393  -13.4230
H  -2.9783  -30.5021  -14.4178
H  -1.7645  -31.7538  -14.0499
H  -2.5301  -31.7783  -15.5943
H  -1.0403  -30.3350  -16.3755
H  1.6585  -28.5037  -14.8427
H  0.4726  -28.0944  -16.0814
H  1.3096  -29.6578  -16.1229
C  -4.6672  -24.5675  -13.9501
N  -5.3445  -23.5554  -13.1761
C  -4.7722  -22.9971  -12.0811
C  -5.5343  -21.8826  -11.4105
O  -3.6358  -23.2689  -11.7382
H  -4.4181  -25.4451  -13.3539
H  -3.8050  -24.1615  -14.4754
H  -5.3047  -24.9586  -14.7457
H  -6.2657  -23.2735  -13.4572
H  -6.5846  -21.8055  -11.7039
H  -5.1249  -20.9068  -11.6770
H  -5.4507  -22.0096  -10.3338

Löwdin population analysis, charges in e, atoms 1 to 4:
1. O -0.32
2. S 0.66
3. O -0.33
4. C -0.23


ORCA calculation (wB97M-V/def2-TZVPD) on a single C13H14N6O4 molecule in a non-equilibrium geometry.

For the HOMO energy, the calculation gives -8.94 eV.

Atoms and positions in Å:
C  1.3729  0.8158  5.5521
O  0.4296  1.8223  5.2678
C  -0.2599  1.7668  4.1033
C  -0.1051  0.7847  3.1277
C  -0.8581  0.8315  1.9688
C  -1.7808  1.8499  1.7611
C  -2.6498  1.9205  0.5693
O  -3.7971  2.3131  0.5874
N  -2.1147  1.5040  -0.6335
N  -0.8146  1.2635  -0.8188
C  -0.3262  0.9139  -1.9378
C  -1.0441  0.6437  -3.2247
C  1.1726  0.7073  -1.9376
N  1.4616  -0.7018  -1.8692
C  1.6812  -1.4741  -0.7848
N  1.8227  -2.7239  -1.1443
C  1.6700  -2.6774  -2.4817
N  1.7393  -3.8264  -3.3240
O  1.4647  -3.6651  -4.4921
O  2.0634  -4.8714  -2.8125
N  1.4466  -1.4625  -2.9505
C  -1.9542  2.8161  2.7546
C  -1.1981  2.7847  3.9015
H  0.9045  -0.1721  5.5988
H  1.7829  1.0653  6.5292
H  2.1814  0.8028  4.8143
H  0.5911  -0.0276  3.2676
H  -0.7415  0.0495  1.2349
H  -2.7647  1.5207  -1.4207
H  -2.0405  0.2416  -3.0477
H  -1.1418  1.5631  -3.8031
H  -0.4790  -0.0733  -3.8164
H  1.6106  1.1965  -1.0668
H  1.6079  1.0943  -2.8615
H  1.7344  -1.1006  0.2160
H  -2.6902  3.5904  2.6022
H  -1.3152  3.5308  4.6710

Löwdin population analysis, charges in e, atoms 1 to 4:
1. C -0.08
2. O -0.08
3. C -0.27
4. C -0.01


Table of calculated total energy (Eh), in record order: -2248.064000, -6129.553586, -1133.152071
Table of LUMO (Eh), in record order: 0.014, -0.006, -0.015
Table of HOMO-LUMO gap (Eh), in record order: 0.3295, 0.3472, 0.3135